Molecular formula: C47H36AsF4GeMgNS
Method: DFT, wB97M-V/def2-TZVPD

**E_HOMO (spin up / spin down)**: -3.586 / -4.902 eV
**<S²>**: 0.756
**Maximum force**: 0.45 eV/Å
**Spin multiplicity**: 2
**Orbital gap (spin up / spin down)**: 6.126 / 6.949 eV
**Total charge**: -1
**ΔE to the lowest compared entry with this formula, charge and spin**: 3.9 kcal/mol

Geometry (Å):
1 Mg -1.13 0.62 -0.24
2 F -2.23 2.88 4.76
3 C -2.15 3.05 3.41
4 C -1.95 1.96 2.60
5 C -1.87 2.11 1.21
6 C -2.00 3.41 0.68
7 C -2.16 4.48 1.55
8 F -2.22 5.77 1.08
9 C -2.25 4.34 2.92
10 C -1.93 3.56 -0.80
11 C -2.43 4.66 -1.50
12 C -2.36 4.68 -2.88
13 C -1.80 3.61 -3.55
14 C -1.34 2.55 -2.80
15 N -1.40 2.53 -1.47
16 H -1.81 0.98 3.06
17 H -2.38 5.19 3.56
18 H -2.88 5.48 -0.96
19 H -2.75 5.53 -3.42
20 H -1.72 3.58 -4.63
21 H -0.89 1.68 -3.27
22 S 0.96 0.02 1.12
23 C 0.96 -1.22 2.37
24 C 2.12 -1.36 3.15
25 C 2.19 -2.31 4.16
26 C 1.11 -3.15 4.41
27 C -0.03 -3.03 3.64
28 C -0.12 -2.09 2.62
29 As -1.66 -1.98 1.43
30 C -1.22 -3.50 0.29
31 C 0.07 -4.01 0.21
32 C 0.37 -5.04 -0.68
33 C -0.62 -5.57 -1.49
34 C -1.92 -5.06 -1.42
35 C -2.21 -4.03 -0.54
36 C -3.01 -2.80 2.59
37 C -3.78 -1.94 3.36
38 C -4.75 -2.43 4.23
39 C -4.96 -3.79 4.32
40 C -4.20 -4.67 3.55
41 C -3.23 -4.17 2.69
42 H 2.95 -0.70 2.95
43 H 3.10 -2.38 4.75
44 H 1.17 -3.89 5.20
45 H -0.87 -3.69 3.82
46 H 0.85 -3.61 0.85
47 H 1.38 -5.42 -0.74
48 H -0.39 -6.36 -2.18
49 H -2.69 -5.45 -2.06
50 H -3.21 -3.60 -0.52
51 H -3.63 -0.86 3.27
52 H -5.34 -1.74 4.82
53 H -5.72 -4.18 5.00
54 H -4.37 -5.73 3.62
55 H -2.64 -4.86 2.10
56 C 1.48 -1.63 -2.91
57 Ge 1.85 -0.12 -1.71
58 C 3.65 -0.44 -0.98
59 C 3.86 -1.51 -0.12
60 C 5.12 -1.77 0.41
61 C 6.19 -0.94 0.08
62 C 5.99 0.13 -0.76
63 C 4.73 0.38 -1.29
64 C 1.95 1.54 -2.79
65 C 1.86 1.46 -4.16
66 C 1.78 2.62 -4.97
67 C 1.75 3.85 -4.39
68 C 1.81 3.99 -2.98
69 C 1.70 5.26 -2.36
70 C 1.72 5.38 -1.00
71 C 1.88 4.23 -0.20
72 C 1.99 2.99 -0.77
73 C 1.94 2.83 -2.18
74 H 2.32 -1.77 -3.59
75 H 0.56 -1.46 -3.48
76 H 1.34 -2.53 -2.32
77 H 3.03 -2.15 0.17
78 H 5.26 -2.61 1.08
79 H 7.17 -1.14 0.50
80 H 6.82 0.79 -1.02
81 H 4.58 1.23 -1.95
82 H 1.85 0.49 -4.65
83 H 1.73 2.51 -6.04
84 H 1.66 4.75 -5.00
85 H 1.58 6.14 -2.99
86 H 1.62 6.35 -0.53
87 H 1.89 4.32 0.88
88 H 2.11 2.12 -0.14
89 F -3.39 -1.11 -1.22
90 C -2.20 -0.57 -1.78
91 F -1.61 -1.67 -2.44
92 H -2.59 0.05 -2.61

***

Molecular formula: C47H36IN7O2PRu
Method: DFT, wB97M-V/def2-TZVPD

**E_HOMO (spin up / spin down)**: -7.100 / -6.992 eV
**<S²>**: 0.760
**Maximum force**: 0.64 eV/Å
**Spin multiplicity**: 2
**Orbital gap (spin up / spin down)**: 6.568 / 6.442 eV
**ΔE to the lowest compared entry with this formula, charge and spin**: 60.6 kcal/mol

Geometry (Å):
1 Ru -0.62 -0.22 -0.19
2 O 3.52 0.21 0.72
3 C 2.44 -0.01 0.19
4 N 1.21 -0.04 0.81
5 C 1.22 -0.10 2.19
6 O 2.03 -0.69 2.87
7 C 0.08 0.61 2.88
8 C 0.06 0.62 4.27
9 C -0.95 1.31 4.91
10 C -1.91 1.95 4.15
11 C -1.82 1.87 2.77
12 N -0.86 1.20 2.14
13 C 2.40 -0.20 -1.31
14 C 3.57 -0.52 -1.98
15 C 3.49 -0.79 -3.34
16 C 2.25 -0.72 -3.97
17 C 1.15 -0.36 -3.21
18 N 1.22 -0.10 -1.91
19 H 0.85 0.11 4.80
20 H -0.99 1.35 6.00
21 H -2.71 2.51 4.61
22 H -2.56 2.35 2.15
23 H 4.50 -0.56 -1.43
24 H 4.38 -1.06 -3.90
25 H 2.14 -0.93 -5.02
26 H 0.17 -0.27 -3.67
27 C -6.15 0.89 0.24
28 C -6.14 -0.36 -0.37
29 C -4.95 -0.97 -0.72
30 C -3.75 -0.32 -0.46
31 C -3.75 0.93 0.15
32 C -4.94 1.53 0.50
33 N -2.49 -0.92 -0.79
34 N -2.60 -2.04 -1.36
35 C -1.38 -2.69 -1.48
36 C -1.34 -3.95 -2.08
37 C -0.17 -4.67 -2.03
38 C 0.93 -4.14 -1.34
39 C 0.88 -2.88 -0.76
40 C -0.28 -2.10 -0.85
41 H -7.08 1.36 0.51
42 H -7.08 -0.87 -0.57
43 H -4.94 -1.94 -1.19
44 H -2.80 1.41 0.30
45 H -4.94 2.51 0.96
46 H -2.23 -4.34 -2.56
47 H -0.10 -5.65 -2.49
48 H 1.84 -4.72 -1.26
49 H 1.75 -2.52 -0.23
50 N -1.06 1.42 -1.11
51 P -1.66 2.15 -2.33
52 C -3.06 1.40 -3.23
53 C -4.35 1.90 -3.15
54 C -5.40 1.23 -3.77
55 C -5.16 0.05 -4.46
56 C -3.88 -0.46 -4.54
57 C -2.83 0.21 -3.93
58 C -0.46 2.56 -3.65
59 C 0.83 2.85 -3.22
60 C 1.81 3.19 -4.14
61 C 1.50 3.24 -5.49
62 C 0.21 2.96 -5.92
63 C -0.77 2.63 -5.00
64 C -2.23 3.78 -1.79
65 C -2.10 4.12 -0.45
66 C -2.51 5.36 0.00
67 C -3.06 6.28 -0.88
68 C -3.18 5.95 -2.23
69 C -2.77 4.71 -2.68
70 H -4.55 2.81 -2.60
71 H -6.40 1.63 -3.70
72 H -5.98 -0.47 -4.94
73 H -3.69 -1.39 -5.07
74 H -1.83 -0.20 -3.99
75 H 1.06 2.77 -2.17
76 H 2.82 3.40 -3.80
77 H 2.27 3.50 -6.21
78 H -0.03 3.01 -6.98
79 H -1.77 2.41 -5.35
80 H -1.64 3.39 0.22
81 H -2.39 5.63 1.05
82 H -3.38 7.25 -0.53
83 H -3.60 6.67 -2.92
84 H -2.86 4.46 -3.73
85 I 0.95 -4.19 4.70
86 C -0.60 -3.05 3.92
87 C -1.69 -2.69 4.70
88 C -2.68 -1.91 4.13
89 C -2.54 -1.52 2.81
90 N -1.49 -1.86 2.07
91 C -0.55 -2.62 2.60
92 H -1.76 -3.01 5.73
93 H -3.55 -1.61 4.70
94 H -3.29 -0.89 2.33
95 H 0.29 -2.88 1.97

***

Molecular formula: C47H36N8O6S2SbTb
Method: DFT, wB97M-V/def2-TZVPD

**E_HOMO (spin up / spin down)**: -8.047 / -8.050 eV
**<S²>**: 12.668
**Maximum force**: 2.95 eV/Å
**Spin multiplicity**: 7
**Orbital gap (spin up / spin down)**: 7.801 / 7.812 eV

Geometry (Å):
1 Tb 0.60 -1.25 -0.09
2 O 0.85 2.23 -2.81
3 C 0.57 1.51 -1.87
4 O 1.34 0.62 -1.35
5 C -0.78 1.59 -1.18
6 C -1.78 2.51 -1.47
7 C -2.95 2.45 -0.71
8 C -3.08 1.48 0.27
9 C -2.04 0.59 0.48
10 N -0.92 0.66 -0.24
11 C -2.03 -0.59 1.48
12 O -3.08 -0.91 2.01
13 O -0.89 -1.15 1.60
14 H -1.63 3.24 -2.24
15 H -3.75 3.15 -0.90
16 H -3.97 1.40 0.87
17 N 8.12 -2.39 3.94
18 C 6.97 -2.17 3.23
19 C 5.71 -2.28 3.84
20 C 4.56 -2.03 3.12
21 C 4.65 -1.67 1.79
22 C 5.88 -1.52 1.18
23 C 7.03 -1.76 1.89
24 S 3.19 -1.47 0.78
25 O 2.31 -0.40 1.28
26 O 3.70 -1.21 -0.55
27 N 2.26 -2.76 0.60
28 C 1.43 -3.12 1.59
29 N 0.25 -3.66 1.19
30 C -0.51 -4.19 2.14
31 C -0.16 -4.16 3.48
32 C 0.98 -3.45 3.79
33 N 1.78 -2.94 2.87
34 H 8.04 -2.88 4.82
35 H 8.96 -2.55 3.42
36 H 5.65 -2.58 4.88
37 H 3.59 -2.13 3.57
38 H 5.91 -1.22 0.14
39 H 8.00 -1.66 1.42
40 H -1.43 -4.64 1.81
41 H -0.77 -4.62 4.24
42 H 1.29 -3.27 4.82
43 N -4.16 -5.68 -3.87
44 C -4.41 -6.33 -5.05
45 C -5.20 -7.42 -5.38
46 C -5.19 -7.82 -6.70
47 C -4.43 -7.15 -7.67
48 C -3.65 -6.07 -7.35
49 C -3.64 -5.64 -6.03
50 N -2.98 -4.60 -5.43
51 C -3.29 -4.65 -4.16
52 C -2.79 -3.71 -3.18
53 C -2.81 -3.96 -1.80
54 C -2.25 -3.02 -0.95
55 N -1.67 -1.89 -1.37
56 C -1.71 -1.63 -2.68
57 C -2.25 -2.50 -3.61
58 H -4.55 -5.89 -2.97
59 H -5.79 -7.94 -4.64
60 H -5.80 -8.66 -7.01
61 H -4.46 -7.50 -8.69
62 H -3.05 -5.55 -8.09
63 H -3.21 -4.87 -1.40
64 H -2.29 -3.15 0.12
65 H -1.30 -0.68 -2.99
66 H -2.25 -2.26 -4.66
67 S 1.34 -2.19 -2.54
68 Sb 2.95 -0.54 -3.00
69 C 4.31 -1.87 -4.02
70 C 5.34 -2.53 -3.37
71 C 6.19 -3.37 -4.09
72 C 5.98 -3.57 -5.44
73 C 4.92 -2.96 -6.08
74 C 4.09 -2.11 -5.37
75 C 4.39 0.87 -2.11
76 C 5.74 0.57 -2.18
77 C 6.67 1.35 -1.50
78 C 6.24 2.44 -0.75
79 C 4.90 2.76 -0.72
80 C 3.97 1.98 -1.40
81 C 2.17 0.49 -4.72
82 C 0.97 0.08 -5.28
83 C 0.49 0.72 -6.41
84 C 1.20 1.76 -6.98
85 C 2.40 2.16 -6.42
86 C 2.89 1.52 -5.29
87 H 5.47 -2.41 -2.31
88 H 7.01 -3.86 -3.58
89 H 6.65 -4.21 -6.00
90 H 4.73 -3.15 -7.12
91 H 3.26 -1.62 -5.86
92 H 6.09 -0.27 -2.77
93 H 7.72 1.10 -1.55
94 H 6.96 3.03 -0.21
95 H 4.57 3.63 -0.17
96 H 2.93 2.25 -1.37
97 H 0.43 -0.75 -4.84
98 H -0.45 0.42 -6.85
99 H 0.83 2.26 -7.86
100 H 2.97 2.97 -6.87
101 H 3.82 1.83 -4.85